Record 1
The following is a quantum chemistry calculation of a structure of composition C15H40FLi2O5 at a distorted geometry, from the Open Molecules 2025 dataset.

CARTESIAN COORDINATES (ANGSTROEM)
Li (0.23542, 1.15075, -1.23205)
Li (-1.86457, -0.59266, -1.81448)
F (-0.36815, -0.73841, -0.44768)
C (-2.00701, 0.18011, 3.75882)
C (-1.08824, -0.75768, 2.90148)
C (-0.41836, -1.87788, 3.77778)
O (-1.79899, -1.42191, 1.84366)
H (-1.40920, 0.66894, 4.52808)
H (-2.90624, -0.22881, 4.21957)
H (-2.45645, 0.98772, 3.18101)
H (-0.42276, -0.04578, 2.41316)
H (-1.11866, -2.58682, 4.21949)
H (-0.12512, -1.51566, 4.76313)
H (0.43715, -2.43993, 3.40321)
H (-1.35711, -1.19781, 1.02141)
C (-4.61921, 0.22723, -1.72167)
C (-4.11770, -0.04319, -0.34861)
C (-5.30301, -0.33456, 0.57359)
O (-3.33119, -1.21898, -0.41417)
H (-3.84731, 0.63431, -2.37478)
H (-5.44826, 0.92761, -1.62038)
H (-4.95850, -0.68825, -2.20632)
H (-3.47774, 0.76665, 0.00169)
H (-6.01084, 0.48425, 0.70248)
H (-4.84027, -0.49320, 1.54765)
H (-5.96050, -1.17076, 0.33575)
H (-3.01414, -1.48924, 0.45073)
C (1.65211, -1.01457, -3.40150)
C (2.56637, 0.14667, -3.05721)
C (2.42524, 1.27505, -4.16692)
O (2.13569, 0.72249, -1.78645)
H (1.25631, -1.66269, -2.61957)
H (2.21255, -1.59666, -4.13305)
H (0.74651, -0.55923, -3.80230)
H (3.61034, -0.15877, -2.98696)
H (1.35767, 1.49361, -4.19153)
H (2.67610, 0.84008, -5.13437)
H (3.02691, 2.15541, -3.94096)
H (2.53435, 0.19224, -1.09254)
C (0.26190, 2.58093, 1.18195)
C (0.45001, 3.73667, 0.24915)
C (1.73802, 4.53133, 0.58174)
O (0.62410, 3.15014, -0.99157)
H (-0.51439, 1.85772, 0.93203)
H (-0.03425, 2.92085, 2.17434)
H (1.15121, 1.95155, 1.21536)
H (-0.47968, 4.30397, 0.29319)
H (2.54173, 3.79839, 0.65199)
H (1.82923, 5.06211, 1.52939)
H (2.02337, 5.24929, -0.18715)
H (0.81665, 3.94574, -1.49310)
C (2.46161, -3.26386, -0.81196)
C (2.68959, -2.47125, 0.50119)
C (4.07145, -2.71410, 1.08593)
O (2.23941, -1.11734, 0.30649)
H (2.77031, -2.75807, -1.72683)
H (1.37956, -3.35954, -0.90206)
H (2.78931, -4.29949, -0.72143)
H (1.94910, -2.85371, 1.20368)
H (4.33223, -1.97348, 1.84194)
H (4.84394, -2.53073, 0.33912)
H (4.15742, -3.71887, 1.49965)
H (1.30496, -1.04794, 0.09772)

Cartesian forces, eV/Å:
0.3 -0.4 -0.1
0.3 -0.4 0.8
-0.2 0.8 -0.4
-0.1 -0.1 -0.4
-0.8 -0.7 0.9
-0.2 0.9 1.1
-0.5 0.2 0.8
0.1 -0.1 0.1
0.3 -0.8 0.2
0.4 0.1 -0.6
0.7 -0.4 0.2
-0.7 -0.3 -1.1
0.7 0.9 -0.1
-0.2 0.3 -0.6
0.8 0.2 -0.7
-0.1 0.2 -0.7
-1.3 -1.0 0.3
0.3 0.7 1.1
0.6 -0.4 -1.4
0.1 0.3 -0.1
0.0 0.1 -0.4
-0.2 -0.1 0.2
-0.2 0.3 0.3
0.3 0.5 -0.1
-0.4 -0.3 0.3
0.6 -0.3 -0.5
-0.1 0.1 0.6
0.0 0.3 -0.5
-0.7 1.2 0.1
-0.1 -1.6 1.3
0.2 0.5 -1.0
0.7 0.2 0.3
-0.5 -0.3 -0.3
-0.1 -0.2 -0.5
0.1 0.0 0.2
0.0 0.4 -0.1
0.2 0.1 0.0
-0.1 -0.1 0.0
0.1 -0.5 0.6
0.0 -0.7 1.2
0.1 -0.1 2.3
0.2 -0.3 0.2
0.0 0.5 -1.4
-0.5 0.3 -0.6
0.4 0.0 0.2
0.4 0.2 0.3
0.1 0.6 -0.2
0.1 -0.1 -0.3
-0.8 0.0 0.1
-0.2 0.0 -0.2
0.1 -0.5 -1.3
-0.9 0.0 0.8
-1.6 -0.8 -0.7
0.3 1.6 -0.3
2.5 0.6 0.3
0.6 -0.2 0.3
-0.2 0.1 -0.2
0.5 0.1 -0.2
0.1 -0.5 0.3
-0.3 -0.1 0.4
0.1 -0.4 -0.3
-0.1 0.1 -0.2
-1.0 -0.6 -0.2

Summary:
Lowest unoccupied orbital energy (spin up / spin down) (eV): 0.280 / 0.149
Net charge: 0
Multiplicity: 2
Frontier orbital gap (spin up / spin down) (eV): 3.59 / 10.10
⟨S²⟩: 0.750
E_HOMO (spin up / spin down) (eV): -3.310 / -9.949
E (eV): -29569.3626

These are the natural (NBO) partial charges, in e, on atoms 1 to 2: number 1, Li, carries 0.6077; number 2, Li, carries 0.3799

***

Record 2
The following is a quantum chemistry calculation of a structure of composition C15H40LiN4O8 at a distorted geometry, from the Open Molecules 2025 dataset.

CARTESIAN COORDINATES (ANGSTROEM)
Li (1.32783, -0.41416, 1.16439)
O (1.83268, -0.06126, -0.63099)
C (3.21895, -0.27781, -0.75583)
C (3.81805, -0.47264, -2.14060)
O (3.30732, -1.41871, -2.88756)
H (3.50157, -1.16500, -0.13206)
H (3.74401, 0.58578, -0.25030)
H (4.92976, -0.58792, -1.90191)
H (3.80170, 0.55255, -2.64744)
C (2.35739, 3.73134, -0.16985)
O (2.11408, 4.92346, 0.03622)
N (1.39938, 2.75115, -0.10602)
N (3.61657, 3.27126, -0.46319)
H (0.44955, 3.05811, -0.06306)
H (1.67915, 1.76178, -0.24556)
H (3.79805, 2.30067, -0.68196)
H (4.37535, 3.92157, -0.50291)
C (-3.74404, -3.87238, -0.14136)
O (-2.44713, -3.52356, -0.53775)
C (-2.34809, -2.14761, -0.87230)
C (-0.93440, -1.84076, -1.34940)
N (-0.53779, -2.55809, -2.55145)
C (-1.13140, -2.07104, -3.80585)
C (-1.22401, -0.55921, -3.87862)
O (-0.01140, -0.03775, -3.43393)
C (0.09157, 1.34062, -3.37399)
H (-4.48587, -3.57406, -0.89397)
H (-3.97179, -3.44019, 0.84004)
H (-3.79222, -4.96245, -0.08784)
H (-2.53662, -1.54174, 0.02879)
H (-3.07836, -1.88422, -1.65153)
H (-0.24180, -2.13817, -0.55377)
H (-0.78698, -0.76967, -1.46392)
H (-0.87584, -3.50760, -2.43231)
H (-2.18016, -2.43171, -3.88037)
H (-0.58197, -2.45564, -4.66185)
H (-2.08191, -0.16256, -3.30038)
H (-1.41729, -0.24936, -4.92217)
H (-0.62311, 1.76820, -2.64292)
H (-0.11895, 1.84364, -4.33537)
H (1.11182, 1.56049, -3.07039)
C (3.31547, 1.63721, 2.67267)
O (2.12845, 0.88478, 2.59106)
C (1.06881, 1.36545, 3.37314)
C (0.00303, 0.28696, 3.44175)
N (-0.48998, -0.11957, 2.11597)
C (-1.21034, 0.96274, 1.39788)
C (-2.55893, 1.29112, 1.99108)
O (-3.33434, 0.10945, 1.96030)
C (-4.69736, 0.34079, 2.20104)
H (3.97070, 1.31576, 1.86999)
H (3.80604, 1.46940, 3.64219)
H (3.09931, 2.70798, 2.59130)
H (0.72298, 2.33344, 2.98377)
H (1.37167, 1.56319, 4.41518)
H (-0.76523, 0.63641, 4.14879)
H (0.48845, -0.58285, 3.89322)
H (-1.22327, -0.81062, 2.25883)
H (-1.36968, 0.56771, 0.39220)
H (-0.58603, 1.84627, 1.29344)
H (-3.03224, 2.06891, 1.37328)
H (-2.50288, 1.68822, 3.01409)
H (-5.18628, -0.60917, 2.41503)
H (-5.17716, 0.78587, 1.32057)
H (-4.86042, 0.99330, 3.06829)
O (1.92685, -2.27686, 1.66258)
H (2.17031, -2.83841, 0.91508)
H (1.59844, -2.86283, 2.34853)

Cartesian forces, eV/Å:
0.5 -0.1 -1.0
0.1 0.5 0.7
-1.2 0.1 1.4
0.4 0.4 -0.5
-0.1 -0.7 -0.2
0.2 0.0 -0.2
0.4 -0.2 -0.2
0.1 0.0 0.1
-0.1 0.2 0.2
-0.3 0.0 0.0
0.1 -0.2 -0.1
1.2 0.3 0.3
-0.3 -0.1 0.2
-0.1 0.0 -0.1
-0.6 -0.5 -0.5
-0.1 0.0 -0.1
-0.1 0.2 0.0
0.1 -0.4 -0.2
0.0 0.0 -0.3
0.5 0.5 0.2
0.1 -0.5 0.3
-0.4 0.1 -0.3
-0.9 -0.1 0.7
0.3 0.4 -0.3
0.1 -0.4 -0.3
-0.2 0.6 0.0
0.0 0.2 0.2
-0.2 0.0 -0.1
0.1 0.1 0.2
-0.3 0.0 -0.1
-0.1 -0.1 0.1
0.0 0.1 0.0
0.1 0.0 -0.1
0.4 -0.1 0.0
0.2 0.0 -0.4
0.2 0.0 0.1
0.2 -0.1 0.2
0.0 -0.1 0.0
0.2 -0.1 0.0
0.0 -0.2 0.0
0.0 0.0 0.1
0.2 0.4 0.3
-0.3 -0.5 -0.1
0.0 0.2 0.4
0.1 0.2 0.1
-0.6 0.8 0.4
0.2 -0.6 -0.2
-0.1 0.4 -0.3
0.1 -0.1 0.3
-0.3 0.0 0.0
0.0 0.0 -0.1
0.0 -0.1 -0.1
0.0 0.0 -0.2
-0.1 -0.1 -0.1
0.2 -0.1 -0.1
-0.1 -0.1 -0.2
-0.1 0.0 0.0
0.4 -0.4 -0.1
0.0 0.2 -0.1
0.0 0.0 0.2
0.0 0.0 0.0
0.0 -0.1 0.0
0.1 -0.1 -0.1
0.0 0.1 0.1
0.1 0.0 -0.1
-0.1 -0.1 0.2
0.1 0.2 -0.2
0.0 -0.1 -0.1

Summary:
Lowest unoccupied orbital energy (eV): 1.749
Net charge: -1
Frontier orbital gap (eV): 3.40
E_HOMO (eV): -1.654
E (eV): -38747.6616

These are the natural (NBO) partial charges, in e, on atoms 1 to 2: number 1, Li, carries 0.8604; number 2, O, carries -1.0575

***

Record 3
The following is a quantum chemistry calculation of a cluster of 5 separate species, C15H40O15S5 in total at a distorted geometry, from the Open Molecules 2025 dataset.

CARTESIAN COORDINATES (ANGSTROEM)
C (1.62564, 2.37489, 1.13282)
C (0.65125, 3.52154, 1.30856)
O (0.46782, 3.74277, 2.71966)
S (-0.71657, 4.69853, 3.15457)
C (-2.13523, 3.63397, 3.03945)
O (-0.45843, 5.02534, 4.51236)
O (-0.86053, 5.70847, 2.15779)
H (2.57081, 2.70837, 1.56814)
H (1.68771, 1.99855, 0.11785)
H (1.31687, 1.55945, 1.79427)
H (0.96808, 4.45047, 0.83684)
H (-0.30118, 3.28682, 0.81633)
H (-2.52453, 3.62013, 2.02902)
H (-2.82318, 3.97138, 3.80944)
H (-1.78247, 2.63913, 3.30757)
C (-8.17846, -1.94271, -5.17293)
C (-7.39236, -0.66550, -5.09516)
O (-6.27956, -0.88765, -4.18556)
S (-4.88434, -0.23347, -4.54253)
C (-4.21984, -1.48171, -5.56622)
O (-5.08199, 0.95915, -5.28053)
O (-4.14048, -0.21554, -3.33190)
H (-7.63671, -2.69556, -5.75015)
H (-9.13029, -1.80009, -5.68637)
H (-8.38887, -2.37195, -4.19409)
H (-7.01315, -0.40804, -6.08380)
H (-7.96904, 0.17290, -4.71365)
H (-4.91541, -1.60442, -6.40272)
H (-4.20361, -2.44890, -5.07032)
H (-3.23888, -1.25671, -5.97344)
C (1.13201, -2.11021, 0.01718)
C (1.08432, -1.35987, -1.28500)
O (-0.10996, -1.63604, -2.06342)
S (-0.16927, -3.02681, -2.79703)
C (-1.00245, -2.49766, -4.25511)
O (1.15053, -3.45364, -3.12140)
O (-1.02554, -3.90339, -2.07449)
H (0.42687, -1.76698, 0.77881)
H (2.11511, -1.99972, 0.47736)
H (0.90658, -3.17557, -0.05819)
H (1.03815, -0.28512, -1.11012)
H (1.99234, -1.51553, -1.86316)
H (-1.79832, -1.84947, -3.88828)
H (-1.32588, -3.40528, -4.75335)
H (-0.31318, -1.88515, -4.82929)
C (0.18275, 0.61041, 4.34739)
C (-0.60703, -0.45935, 3.64192)
O (-0.71827, -1.72326, 4.29329)
S (0.61889, -2.52677, 4.58779)
C (1.03595, -1.96599, 6.21171)
O (0.22472, -3.88264, 4.71077)
O (1.59793, -2.12193, 3.64356)
H (1.26482, 0.48966, 4.34134)
H (-0.06499, 0.52117, 5.41796)
H (-0.16285, 1.61755, 4.14083)
H (-1.63859, -0.09479, 3.55306)
H (-0.39038, -0.56446, 2.57581)
H (0.11789, -1.96035, 6.79277)
H (1.47545, -0.97393, 6.15880)
H (1.74124, -2.68323, 6.62334)
C (6.25984, 2.47590, 1.94617)
C (5.58532, 1.21620, 1.46925)
O (5.23405, 1.40598, 0.08164)
S (4.76054, 0.15015, -0.73608)
C (6.27886, -0.26506, -1.51430)
O (4.40253, -0.87734, 0.17758)
O (3.81977, 0.62417, -1.67236)
H (7.07159, 2.77235, 1.28061)
H (6.64483, 2.36183, 2.95755)
H (5.55240, 3.30800, 1.94325)
H (6.23729, 0.34828, 1.58842)
H (4.67811, 1.01956, 2.04017)
H (6.18236, -1.17230, -2.10524)
H (7.01750, -0.39649, -0.72954)
H (6.48312, 0.55751, -2.19732)

Cartesian forces, eV/Å:
-0.1 0.2 1.4
-0.4 -0.2 -1.1
0.1 -0.2 0.1
-0.1 0.0 -0.6
0.6 -0.4 0.5
-0.1 -0.1 0.3
0.0 0.4 -0.1
0.3 -0.2 -0.6
0.2 0.3 -0.1
-0.2 -0.1 -0.2
0.3 0.0 0.2
-0.1 -0.1 0.3
-0.2 0.2 0.0
-0.3 0.1 -0.3
-0.2 0.0 0.0
-0.2 -0.6 -0.1
0.0 -0.1 -0.1
-0.1 0.2 -0.1
0.3 -0.7 0.9
-0.4 -0.8 -1.1
-0.2 0.6 -0.6
0.1 0.0 0.3
0.1 0.0 0.1
0.0 0.2 0.0
0.0 0.2 0.1
0.0 0.2 0.1
0.0 0.0 0.1
0.1 0.2 -0.1
0.1 0.2 0.4
0.0 0.4 0.2
-0.1 -0.4 0.9
0.2 0.6 0.5
0.4 0.2 0.1
-0.3 0.1 -0.3
0.2 0.4 0.6
0.6 -0.2 -0.1
-0.3 -0.3 0.2
-0.1 0.3 -0.3
0.1 0.0 -0.2
0.3 0.0 -0.4
-0.1 0.0 0.0
-0.2 -0.3 -0.3
-0.3 -0.3 -0.2
-0.2 0.1 -0.2
0.1 -0.2 -0.2
0.0 -0.5 1.8
-1.3 1.2 -1.4
0.2 0.1 0.1
-0.5 -0.1 0.5
0.1 0.1 -0.1
-0.1 -0.5 0.0
0.7 0.3 -0.4
0.0 0.2 -0.6
-0.1 0.0 -0.1
0.4 0.0 -0.6
0.0 -0.3 0.5
0.8 -0.4 0.2
0.0 0.0 0.1
0.0 0.0 0.0
0.0 0.0 0.0
-0.1 0.5 -0.3
0.2 0.0 0.5
0.0 0.4 0.3
0.6 -0.3 0.5
-0.2 0.0 -0.5
-0.2 -0.6 0.4
-0.7 0.4 -1.0
0.1 -0.2 0.1
0.0 -0.1 0.0
0.0 -0.1 0.1
0.0 0.0 -0.2
0.0 -0.1 -0.1
-0.2 -0.1 0.2
0.2 0.1 -0.1
0.3 0.0 0.2

Summary:
Lowest unoccupied orbital energy (eV): 0.344
Net charge: 0
SMILES: CCOS(C)(=O)=O.CCOS(C)(=O)=O.CCOS(C)(=O)=O.CCOS(C)(=O)=O.CCOS(C)(=O)=O
ΔE to the lowest compared entry with this formula, charge and spin (kcal/mol): 15.8
Frontier orbital gap (eV): 10.97
E_HOMO (eV): -10.624
E (eV): -101089.6774

These are the Mulliken partial charges, in e, on atoms 1 to 2: number 1, C, carries -0.5854; number 2, C, carries -0.3921

***

no.,molecular weight (g mol⁻¹)
1,333.36
2,411.45
3,620.81